Formula: C5H11O2
Source: the Open Molecules 2025 dataset
Level of theory: the ωB97M-V functional and the def2-TZVPD basis

Summary:
Energy relative to the best compared isomer or geometry (same formula, charge and spin) (kJ/mol): 9.99
HOMO-LUMO gap (eV): 8.222
Charge: -1
LUMO (eV): 4.2
M (g/mol): 103.14

Atoms and positions in Å:
O (-1.31793, 2.31050, -0.62239)
C (-0.37400, 2.85657, -0.01777)
O (0.59396, 2.34720, 0.59085)
H (-0.40740, 3.97978, -0.00106)
C (1.51894, -0.98683, 0.28503)
C (0.03950, -1.24917, -0.02922)
C (-0.86407, -0.74551, 1.09404)
C (-0.30433, -0.54799, -1.34974)
H (2.16805, -1.33948, -0.52827)
H (1.66827, 0.08494, 0.40807)
H (1.91920, -1.52831, 1.15224)
H (-0.06713, -2.34141, -0.12494)
H (-1.92364, -0.88056, 0.86460)
H (-0.67701, 0.32157, 1.21671)
H (-0.66797, -1.26846, 2.03925)
H (0.06583, -1.07202, -2.23727)
H (-1.39150, -0.43191, -1.42391)
H (0.02122, 0.49109, -1.31624)

Löwdin population analysis, charges in e, atoms 1 to 6:
1 O -0.137
2 C -0.676
3 O -0.142
4 H 0.079
5 C -0.109
6 C -0.484

Formula: C5H11O2
Source: the Open Molecules 2025 dataset
Level of theory: the ωB97M-V functional and the def2-TZVPD basis

Summary:
Energy relative to the best compared isomer or geometry (same formula, charge and spin) (kJ/mol): 294.84
HOMO-LUMO gap (eV): 7.289
Charge: -1
LUMO (eV): 3.9
M (g/mol): 103.14

Atoms and positions in Å:
C (0.93813, 0.94655, -0.83380)
O (2.07065, 1.61457, -0.50795)
C (0.85856, -0.47092, -0.30033)
C (-0.40634, -1.19560, -0.72487)
C (-1.74478, -0.59521, -0.28475)
C (-2.51662, -1.13365, 0.67685)
H (-0.03216, 1.46055, -0.42187)
H (0.72328, 0.90514, -2.00497)
H (0.92093, -0.40389, 0.77468)
H (1.76764, -0.98241, -0.61653)
H (-0.46582, -1.16010, -1.78536)
H (-0.29279, -2.29989, -0.48772)
H (-1.93320, 0.41850, -0.68558)
H (-2.12836, -2.03547, 1.07683)
H (-2.96566, -0.50161, 1.54901)
H (1.10696, 2.17355, 1.87129)
H (2.17535, 1.58402, 0.84352)
O (1.92423, 1.67587, 1.86156)

Löwdin population analysis, charges in e, atoms 1 to 6:
1 C -0.483
2 O -0.295
3 C -0.235
4 C -0.239
5 C -0.185
6 C -0.056

Formula: C5H11O2
Source: the Open Molecules 2025 dataset
Level of theory: the ωB97M-V functional and the def2-TZVPD basis

Summary:
Energy relative to the best compared isomer or geometry (same formula, charge and spin) (kJ/mol): 9.93
HOMO-LUMO gap (eV): 7.719
Charge: -1
LUMO (eV): 3.8
M (g/mol): 103.14

Atoms and positions in Å:
C (0.91503, -2.15749, 1.79421)
C (1.39234, -0.71820, 2.10438)
O (2.62087, -0.53235, 2.12519)
O (0.46801, 0.11465, 2.28112)
H (0.19452, -2.09110, 0.97634)
H (0.40267, -2.59411, 2.65304)
H (1.74924, -2.78544, 1.49040)
C (-0.45507, 0.52432, -0.88908)
C (0.38888, 1.62642, -1.52153)
C (-1.94626, 0.66379, -1.18580)
H (-0.13196, -0.46862, -1.21167)
H (-0.30818, 0.56166, 0.19305)
H (-0.05090, 2.60040, -1.30291)
H (0.45745, 1.51501, -2.60658)
H (-2.26138, 1.71429, -1.21400)
H (-2.26367, 0.25749, -2.14861)
H (1.39473, 1.59848, -1.10608)
H (-2.56631, 0.17081, -0.43148)

Löwdin population analysis, charges in e, atoms 1 to 6:
1 C -0.060
2 C -0.812
3 O -0.099
4 O -0.125
5 H 0.042
6 H 0.051

Formula: C5H11O2
Source: the Open Molecules 2025 dataset
Level of theory: the ωB97M-V functional and the def2-TZVPD basis

Summary:
Energy relative to the best compared isomer or geometry (same formula, charge and spin) (kJ/mol): 143.48
HOMO-LUMO gap (eV): 7.268
Charge: -1
LUMO (eV): 3.7
M (g/mol): 103.14

Atoms and positions in Å:
C (-1.90083, 0.35568, 0.16966)
C (-3.33174, -0.18386, 0.41133)
C (-1.24879, 0.34518, 1.57553)
H (-1.44330, -0.29280, -0.54376)
H (-1.61091, 1.31276, -0.35419)
H (-4.07054, 0.74581, 0.47299)
H (-3.39106, -0.85828, 1.29371)
H (-0.95082, -0.65050, 1.79087)
H (-0.26355, 0.84089, 1.42893)
H (-3.80406, -0.63807, -0.58816)
H (-1.87657, 0.92765, 2.26358)
C (1.42313, 1.09470, -0.92198)
C (1.80748, -0.32033, -0.54012)
O (1.48054, -1.21800, -1.29075)
O (2.57705, -0.45790, 0.43428)
H (1.05277, 1.65962, -0.08396)
H (0.98219, 1.18462, -1.88819)
H (2.41956, 1.42738, -1.10664)

Löwdin population analysis, charges in e, atoms 1 to 6:
1 C -0.333
2 C -0.161
3 C -0.127
4 H 0.075
5 H 0.109
6 H 0.083